Formula: C4H9NO2
Source: the OMol25 dataset
Level of theory: ωB97M-V/def2-TZVPD

Geometry as ORCA input:
```
! RIJCOSX wB97M-V def2-TZVPD def2/J DEFGRID3
* xyz 0 1
C 1.522 2.169 0.114
C 1.032 0.834 -0.440
C 0.069 0.147 0.510
O -0.289 -1.114 -0.066
C -1.540 -1.557 0.183
O -2.366 -0.978 0.854
N -1.727 -2.768 -0.421
H 2.065 2.033 1.057
H 2.199 2.659 -0.592
H 0.686 2.851 0.305
H 0.526 0.986 -1.401
H 1.881 0.167 -0.631
H 0.538 -0.035 1.485
H -0.835 0.741 0.673
H -2.680 -3.084 -0.489
H -1.081 -3.053 -1.139
*
```

Computed properties:
* SMILES string: CCCOC(N)=O
* molecular weight: 103.1 g/mol
* gap between HOMO and LUMO: 11.3 eV
* lowest unoccupied orbital energy: 0.94 eV
* total energy: -363.07942 Eh

=====

Formula: C5H13NO
Source: the OMol25 dataset
Level of theory: ωB97M-V/def2-TZVPD

Geometry as ORCA input:
```
! RIJCOSX wB97M-V def2-TZVPD def2/J DEFGRID3
* xyz 0 1
C 2.278 -0.920 0.756
C 1.262 -1.802 1.502
H 3.085 -1.512 0.324
H 1.793 -0.415 -0.078
H 2.691 -0.205 1.458
H 1.265 -2.843 1.155
H 0.242 -1.425 1.423
H 1.481 -1.833 2.563
C -1.210 0.196 -0.781
C -2.240 0.467 -1.889
C -0.248 1.337 -0.551
O 0.543 1.706 -1.395
N -0.257 1.903 0.695
H -1.742 -0.020 0.146
H -0.608 -0.655 -1.079
H -1.865 0.317 -2.894
H -2.663 1.467 -1.816
H 0.193 2.798 0.798
H -0.935 1.660 1.395
H -3.066 -0.222 -1.734
*
```

Computed properties:
* SMILES string: CCC(N)=O.CC
* molecular weight: 103.2 g/mol
* gap between HOMO and LUMO: 10.6 eV
* lowest unoccupied orbital energy: 0.85 eV
* total energy: -328.31381 Eh

=====

The records above yield energy relative to the best compared isomer or geometry (same formula, charge and spin) values of 3.8; 3.2 kcal/mol, respectively.